No. 1
H10O5 | ωB97M-V/def2-TZVPD

Geometry (Å):
O -0.169 -0.375 -0.796
H -0.912 -0.980 -0.713
H -0.615 0.408 -1.191
O -0.883 2.287 -1.578
H -1.615 2.636 -1.068
H -0.049 2.548 -1.152
O 2.753 0.554 -1.245
H 1.944 0.321 -0.835
H 2.543 1.466 -1.545
O -1.617 -1.905 1.356
H -2.356 -2.494 1.494
H -2.113 -1.093 1.290
O 1.206 -0.755 1.973
H 0.559 -1.171 1.373
H 1.318 -1.443 2.644

The calculated total energy comes out at -382.18159 Eh. The LUMO energy is 0.1486 eV. Its HOMO-LUMO gap is 10.9 eV. The energy relative to the best compared isomer or geometry (same formula, charge and spin) is 111.8 kJ/mol. As for the SMILES: O.O.O.O.O. The total charge is 0.

---

No. 2
C4H4OS | ωB97M-V/def2-TZVPD

Geometry (Å):
C -0.843 0.011 -0.134
C -0.029 1.093 -0.102
C 1.212 0.517 -0.113
C 1.135 -0.865 -0.081
H -2.657 -1.347 1.208
H -0.370 2.202 -0.142
H 2.289 1.003 -0.135
H 1.985 -1.392 0.062
O -0.161 -1.181 -0.359
S -2.561 -0.042 -0.203

The calculated total energy comes out at -628.10543 Eh. The LUMO energy is -0.7554 eV. Its HOMO-LUMO gap is 7.6 eV. The energy relative to the best compared isomer or geometry (same formula, charge and spin) is 340.2 kJ/mol. The total charge is 0.

---

No. 3
C4H7N | ωB97M-V/def2-TZVPD

Geometry (Å):
C 1.755 1.340 0.455
C 0.341 -0.623 0.049
C -1.103 -0.977 -0.271
C -2.289 -1.063 -0.512
H 1.771 2.489 0.054
H 2.588 0.785 -0.075
H 1.956 1.350 1.597
H -0.232 1.213 0.499
H 0.839 -1.236 -0.659
H 0.586 -0.948 1.126
H -3.375 -1.057 -0.631
N 0.520 0.763 -0.033

The calculated total energy comes out at -211.25368 Eh. The LUMO energy is 1.0490 eV. Its HOMO-LUMO gap is 10.1 eV. The energy relative to the best compared isomer or geometry (same formula, charge and spin) is 280.9 kJ/mol. As for the SMILES: C#CCNC. The total charge is 0.

---

No. 4
C39H32O13 | ωB97M-V/def2-TZVPD

Geometry (Å):
C -0.047 0.444 -0.533
C -0.764 -0.618 0.323
C -0.239 -2.073 0.008
O -0.480 -0.481 1.707
H 0.954 0.541 -0.180
H -0.465 1.380 -0.495
H -0.049 0.174 -1.546
H -1.860 -0.499 0.136
H -0.647 -2.789 0.791
H 0.855 -1.871 0.102
H -0.260 -2.097 -0.941
H -1.245 -0.897 2.205
C -2.818 -2.415 5.599
C -2.687 -3.433 6.692
C -1.855 -4.613 6.396
O -1.617 -5.595 7.162
C -1.276 -4.755 5.017
C -1.338 -3.643 4.073
C -2.169 -2.445 4.236
O -2.513 -1.631 3.428
H -3.402 -1.579 6.017
H -2.987 -3.471 7.768
H -0.759 -5.861 4.708
H -0.959 -3.770 3.092
C 3.698 -2.646 -2.112
C 3.357 -1.137 -2.017
C 2.474 -0.613 -3.147
O 2.154 0.575 -3.373
C 1.993 -1.523 -4.176
C 2.464 -2.928 -4.219
C 3.206 -3.568 -3.047
O 3.507 -4.759 -3.199
H 4.338 -2.923 -1.303
H 3.707 -0.410 -1.137
H 1.657 -1.074 -5.059
H 2.248 -3.600 -4.942
C -3.141 -3.432 -5.808
C -2.194 -2.661 -4.850
C -2.791 -1.421 -4.168
O -2.124 -0.659 -3.400
C -4.151 -1.141 -4.419
C -5.014 -1.987 -5.278
C -4.559 -3.278 -5.881
O -5.404 -4.066 -6.446
H -2.731 -4.292 -6.436
H -1.076 -2.757 -4.670
H -4.525 -0.214 -4.088
H -6.083 -1.953 -5.383
C 3.008 0.235 2.294
C 2.699 1.687 2.648
C 4.008 2.690 2.506
O 3.925 3.863 2.629
C 5.222 1.987 2.044
C 5.474 0.656 1.878
C 4.299 -0.395 1.969
O 4.445 -1.598 1.699
H 2.264 -0.658 2.198
H 1.703 2.048 2.704
H 6.133 2.474 1.977
H 6.313 0.301 1.707
C -1.248 4.012 2.330
C -2.521 4.389 1.589
C -3.091 3.398 0.578
O -4.140 3.587 -0.103
C -2.510 2.052 0.484
C -1.424 1.653 1.375
C -0.718 2.627 2.327
O 0.363 2.257 2.886
H -0.817 4.709 2.894
H -2.878 5.424 1.648
H -2.767 1.324 -0.095
H -0.952 0.672 1.110
C 0.525 5.966 -1.259
C 0.049 4.708 -2.100
C 0.623 3.402 -1.793
O 0.496 2.488 -2.571
C 1.268 3.268 -0.480
C 1.635 4.398 0.270
C 1.209 5.766 -0.023
O 1.364 6.705 0.811
H 0.327 7.070 -1.522
H -0.523 4.868 -2.999
H 1.506 2.214 -0.103
H 2.350 4.213 1.286

The calculated total energy comes out at -2482.53778 Eh. The LUMO energy is -2.8085 eV. Its HOMO-LUMO gap is 6.7 eV. The energy relative to the best compared isomer or geometry (same formula, charge and spin) is 268.2 kJ/mol. As for the SMILES: O=C1C=CC(=O)C=C1.O=C1C=CC(=O)C=C1.O=C1C=CC(=O)C=C1.O=C1C=CC(=O)C=C1.O=C1C=CC(=O)C=C1.O=C1C=CC(=O)C=C1.CC(C)O. The total charge is 0.

---

No. 5
C3H5N2P | ωB97M-V/def2-TZVPD

Geometry (Å):
C 1.763 -0.867 -0.201
C 0.073 0.606 0.247
C -1.373 0.654 -0.138
N 0.528 -0.697 -0.033
N 0.644 1.573 0.851
P 3.077 0.304 -0.080
H 1.807 -1.873 -0.593
H -1.619 -0.155 -0.869
H -1.644 1.663 -0.566
H -2.112 0.596 0.691
H 1.925 0.876 1.258

The calculated total energy comes out at -567.99664 Eh. The LUMO energy (spin up / spin down) is -1.9719 / -1.8825 eV. Its HOMO-LUMO gap (spin up / spin down) is 6.5 / 6.9 eV. The energy relative to the best compared isomer or geometry (same formula, charge and spin) is 419.4 kJ/mol. The total charge is 0.

---

No. 6
C10H13N5OPtS2 | ωB97M-V/def2-TZVPD

Geometry (Å):
Pt 0.154 -1.514 -0.001
C -5.536 1.748 0.000
C -4.485 0.651 0.006
N -3.159 1.240 -0.009
C -2.016 0.545 -0.005
S -2.135 -1.213 -0.004
N -0.889 1.220 -0.003
N 0.213 0.455 -0.002
C 1.389 1.024 -0.001
C 1.577 2.505 -0.002
C 2.498 0.105 0.000
C 3.842 0.486 0.000
C 4.830 -0.472 0.001
C 4.472 -1.818 0.001
C 3.133 -2.142 0.001
N 2.176 -1.215 0.000
H -6.532 1.311 0.008
H -5.439 2.368 -0.893
H -5.433 2.385 0.880
H -4.606 0.003 -0.864
H -4.597 0.022 0.892
H -3.066 2.244 0.004
H 0.612 2.999 -0.003
H 2.139 2.813 -0.886
H 2.138 2.814 0.882
H 4.086 1.539 0.000
H 5.874 -0.190 0.001
H 5.223 -2.595 0.001
H 2.791 -3.171 0.001
O 0.807 -5.859 -0.003
S -0.253 -4.852 0.001
N 0.191 -3.434 -0.001

The calculated total energy comes out at -1653.58855 Eh. The LUMO energy is -0.9820 eV. Its HOMO-LUMO gap is 7.0 eV. The total charge is 0.

---

No. 7
C10H22O2PPtS5 | ωB97M-V/def2-TZVPD

Geometry (Å):
Pt -0.318 0.665 -0.823
C -1.240 3.367 -2.306
C -2.474 2.499 -2.252
S -1.923 0.777 -2.419
C -3.337 -0.103 -1.694
C -3.478 0.138 -0.208
S -1.971 -0.335 0.666
C -2.076 2.657 2.495
C -2.293 3.737 1.761
S -0.123 2.965 -0.931
H -1.524 4.417 -2.227
H -0.717 3.231 -3.255
H -3.173 2.722 -3.061
H -2.975 2.595 -1.291
H -3.129 -1.156 -1.886
H -4.221 0.188 -2.271
H -4.285 -0.497 0.163
H -3.754 1.172 0.012
H -1.091 2.429 2.885
H -2.860 1.948 2.727
H -1.492 4.426 1.527
H -3.273 3.974 1.359
C 5.166 -0.574 -0.191
C 4.235 -1.594 0.421
O 3.127 -1.848 -0.479
P 1.684 -1.259 -0.162
S 0.615 -1.445 -1.815
S 1.630 0.616 0.535
O 1.119 -2.149 1.027
C 0.992 -3.580 0.871
C 1.629 -4.252 2.063
H 6.039 -0.438 0.449
H 4.662 0.386 -0.305
H 5.501 -0.910 -1.172
H 3.855 -1.259 1.389
H 4.728 -2.555 0.565
H 1.459 -3.896 -0.063
H -0.075 -3.791 0.807
H 2.698 -4.041 2.101
H 1.490 -5.332 1.999
H 1.175 -3.897 2.988

The calculated total energy comes out at -2996.40373 Eh. The LUMO energy (spin up / spin down) is -0.2168 / -0.9988 eV. As for the expectation value of S²: 0.760. Its HOMO-LUMO gap (spin up / spin down) is 6.8 / 6.3 eV. Its spin multiplicity is 2. The energy relative to the best compared isomer or geometry (same formula, charge and spin) is 19.2 kJ/mol. The total charge is 0.

---

No. 8
C40H40BrGaN9O2PSe | ωB97M-V/def2-TZVPD

Geometry (Å):
Ga 1.736 0.101 0.186
Br 4.388 2.147 -6.212
C 4.076 1.744 -4.396
C 4.464 2.661 -3.402
C 4.241 2.392 -2.075
C 3.584 1.214 -1.668
O 3.357 1.012 -0.394
C 3.228 0.281 -2.681
C 2.787 -1.023 -2.319
N 2.308 -1.306 -1.150
C 2.193 -2.622 -0.654
C 2.260 -3.779 -1.376
C 2.211 -5.036 -0.735
C 2.089 -5.125 0.620
C 1.990 -3.946 1.396
C 1.789 -3.962 2.791
C 1.605 -2.787 3.465
C 1.661 -1.584 2.752
N 1.916 -1.522 1.459
C 2.047 -2.693 0.756
C 3.503 0.561 -4.041
H 4.956 3.579 -3.694
H 4.559 3.086 -1.307
H 2.935 -1.820 -3.047
H 2.364 -3.750 -2.453
H 2.278 -5.934 -1.334
H 2.055 -6.088 1.116
H 1.753 -4.911 3.313
H 1.417 -2.768 4.529
H 1.470 -0.649 3.256
H 3.253 -0.172 -4.799
Se 0.238 7.490 1.361
N -0.151 6.375 0.046
C 0.345 5.214 0.381
C 0.243 4.019 -0.449
C -0.310 4.016 -1.732
C -0.325 2.847 -2.458
C 0.199 1.693 -1.885
N 0.727 1.692 -0.668
C 0.766 2.831 0.044
C 1.448 2.767 1.338
N 1.939 1.568 1.710
C 2.751 1.513 2.761
C 3.027 2.620 3.553
C 2.448 3.827 3.237
C 1.652 3.916 2.095
C 1.053 5.163 1.633
N 1.124 6.285 2.301
H -0.705 4.941 -2.135
H -0.725 2.813 -3.463
H 0.200 0.749 -2.409
H 3.217 0.562 2.974
H 3.692 2.516 4.400
H 2.621 4.717 3.830
O -0.152 -0.774 0.001
P -1.667 -0.736 0.005
N -2.195 -2.268 0.041
C -1.398 -3.451 0.413
C -2.460 -4.475 0.802
C -3.639 -4.118 -0.105
C -3.630 -2.592 -0.093
N -2.341 0.036 1.303
C -2.022 1.451 1.568
C -2.708 1.691 2.903
C -2.398 0.402 3.677
C -2.246 -0.693 2.600
N -2.263 0.049 -1.315
C -3.503 0.875 -1.314
C -4.266 0.415 -2.550
C -3.151 0.037 -3.523
C -2.110 -0.633 -2.628
H -0.715 -3.222 1.228
H -0.807 -3.799 -0.438
H -2.744 -4.343 1.849
H -2.111 -5.498 0.668
H -4.587 -4.524 0.241
H -3.460 -4.487 -1.116
H -4.201 -2.198 0.753
H -4.045 -2.163 -1.007
H -2.378 2.098 0.766
H -0.941 1.593 1.679
H -3.781 1.793 2.743
H -2.349 2.588 3.406
H -3.181 0.155 4.391
H -1.468 0.512 4.238
H -3.030 -1.446 2.656
H -1.282 -1.205 2.699
H -3.233 1.931 -1.410
H -4.061 0.746 -0.390
H -4.921 1.194 -2.936
H -4.883 -0.456 -2.319
H -2.735 0.934 -3.987
H -3.484 -0.628 -4.317
H -1.097 -0.521 -3.020
H -2.304 -1.705 -2.530

The calculated total energy comes out at -9432.93043 Eh. The LUMO energy is -5.8069 eV. Its HOMO-LUMO gap is 6.8 eV. The energy relative to the best compared isomer or geometry (same formula, charge and spin) is 96.2 kJ/mol. The total charge is +2.

---

No. 9
C24H45FN2O8S | ωB97M-V/def2-TZVPD

Geometry (Å):
C 0.818 -0.200 -4.837
C 1.350 -0.664 -3.481
C 1.441 0.477 -2.465
C 2.198 0.058 -1.200
C 1.759 0.835 0.047
C 1.984 0.061 1.358
C 0.892 0.158 2.464
C 0.295 1.582 2.591
C -1.204 1.822 2.325
C -1.559 2.420 0.946
C -2.745 1.776 0.236
O -2.323 1.375 -1.081
C -3.266 0.807 -1.847
C -2.875 0.813 -3.301
O -4.288 0.343 -1.411
N 1.623 -0.135 3.737
C 1.865 -1.495 3.837
O 2.878 -2.046 4.163
C 0.491 -2.110 3.518
O -0.242 -1.921 4.732
N 0.470 -3.501 3.300
C -0.803 -4.214 3.423
C -0.796 -5.442 2.527
C -0.096 -1.059 2.460
S -0.423 -1.703 0.833
O -0.749 -0.643 -0.051
O 0.500 -2.715 0.445
F -1.784 -2.436 1.138
H 1.005 -0.934 -5.621
H -0.253 -0.001 -4.779
H 1.296 0.740 -5.125
H 0.669 -1.412 -3.063
H 2.334 -1.126 -3.598
H 0.422 0.787 -2.207
H 1.945 1.326 -2.939
H 3.263 0.201 -1.369
H 2.057 -1.016 -1.041
H 2.340 1.761 0.098
H 0.721 1.134 -0.070
H 2.184 -0.993 1.143
H 2.901 0.437 1.816
H 0.499 1.887 3.619
H 0.855 2.271 1.958
H -1.803 0.925 2.497
H -1.541 2.539 3.075
H -1.826 3.467 1.108
H -0.705 2.434 0.270
H -3.132 0.909 0.776
H -3.570 2.474 0.113
H -2.521 1.802 -3.586
H -3.732 0.523 -3.901
H -2.066 0.099 -3.459
H 2.421 0.465 3.902
H -0.443 -0.985 4.834
H 0.980 -3.758 2.468
H -1.667 -3.584 3.202
H -0.924 -4.538 4.458
H -1.634 -6.089 2.786
H -0.895 -5.176 1.473
H 0.132 -6.000 2.659
H -1.098 -0.862 2.841
C -6.127 5.736 -0.310
C -4.868 5.361 -1.051
O -4.147 4.469 -0.668
C -4.551 6.152 -2.296
H -6.244 5.097 0.561
H -6.078 6.779 0.006
H -6.993 5.620 -0.964
H -4.446 7.210 -2.050
H -5.362 6.052 -3.019
H -3.625 5.789 -2.736
C 5.259 -3.507 -2.647
C 5.561 -2.478 -1.585
O 4.941 -1.443 -1.513
C 6.669 -2.809 -0.615
H 4.445 -3.155 -3.277
H 6.144 -3.683 -3.261
H 4.976 -4.452 -2.182
H 7.605 -2.960 -1.155
H 6.435 -3.730 -0.080
H 6.787 -1.997 0.097

The calculated total energy comes out at -2150.96591 Eh. The LUMO energy is 0.6489 eV. Its HOMO-LUMO gap is 9.6 eV. As for the SMILES: CCCCCC[C@]1(CCCCOC(C)=O)NC(=O)[C@](O)(NCC)[C@@H]1S(=O)(=O)F.CC(C)=O.CC(C)=O. The total charge is 0.

---

No. 10
C21H16FMgN2O3 | ωB97M-V/def2-TZVPD

Geometry (Å):
Mg 0.403 1.144 1.194
O 1.083 2.858 -2.886
C 0.012 2.279 -3.457
C -0.117 2.426 -4.841
C -1.197 1.880 -5.503
C -2.170 1.170 -4.801
C -2.036 1.022 -3.433
C -0.955 1.564 -2.735
C -0.854 1.376 -1.257
O 0.169 1.920 -0.643
N -1.788 0.661 -0.685
N -1.479 0.539 0.672
C -2.325 0.034 1.472
C -2.038 -0.065 2.913
C -2.831 -0.945 3.655
C -2.647 -1.149 5.008
C -1.630 -0.433 5.644
C -0.845 0.461 4.948
C -1.010 0.694 3.563
O -0.266 1.583 2.959
H 1.002 2.688 -1.915
H 0.650 2.980 -5.367
H -1.284 2.007 -6.576
H -3.019 0.739 -5.316
H -2.768 0.468 -2.862
H -3.278 -0.335 1.087
H -3.612 -1.487 3.130
H -3.272 -1.843 5.554
H -1.453 -0.580 6.705
H -0.065 1.024 5.444
F 3.864 -3.605 -2.562
C 3.414 -2.810 -1.546
C 4.162 -1.722 -1.158
C 3.699 -0.923 -0.117
C 2.493 -1.180 0.551
C 1.965 -0.304 1.617
C 1.775 -2.301 0.106
C 2.222 -3.114 -0.928
H 5.093 -1.504 -1.666
H 4.290 -0.066 0.189
H 2.761 0.232 2.147
H 1.403 -0.874 2.369
H 0.831 -2.536 0.587
H 1.650 -3.973 -1.259

The calculated total energy comes out at -1445.21502 Eh. The LUMO energy is 2.9079 eV. Its HOMO-LUMO gap is 7.1 eV. The total charge is -1.

---

No. 11
C25H33F7N4O6 | ωB97M-V/def2-TZVPD

Geometry (Å):
O -1.907 3.402 -1.295
C -1.524 2.458 -0.644
C -0.101 2.348 -0.196
C 0.457 1.142 -0.122
C 1.874 0.877 0.309
F 1.888 -0.249 1.087
F 2.679 0.653 -0.754
C 2.530 1.982 1.180
F 1.657 2.465 2.084
F 2.920 2.990 0.368
C 3.795 1.490 1.953
F 3.446 0.920 3.104
F 4.489 0.617 1.226
F 4.579 2.536 2.227
C -0.362 -0.075 -0.499
O 0.147 -1.020 -1.050
C -1.809 0.043 -0.175
C -2.565 -1.057 0.201
C -3.908 -0.855 0.500
C -4.488 0.401 0.409
C -3.730 1.498 0.033
C -2.388 1.315 -0.254
H 0.434 3.253 0.059
H -2.110 -2.037 0.292
H -4.504 -1.703 0.807
H -5.534 0.513 0.650
H -4.164 2.484 -0.048
C 7.955 -2.094 0.076
C 7.310 -3.435 -0.195
O 7.971 -4.440 -0.396
N 5.952 -3.479 -0.207
C 5.013 -2.394 0.009
H 9.032 -2.228 0.051
H 7.670 -1.364 -0.683
H 7.666 -1.714 1.056
H 5.582 -4.398 -0.392
H 4.373 -2.612 0.865
H 4.377 -2.262 -0.868
H 5.540 -1.466 0.197
C -7.643 0.044 -3.411
C -6.343 0.666 -2.954
O -6.202 1.123 -1.832
N -5.317 0.700 -3.842
C -5.290 0.211 -5.206
H -8.350 0.097 -2.588
H -8.053 0.583 -4.265
H -7.499 -1.000 -3.689
H -4.481 1.128 -3.473
H -4.520 -0.553 -5.323
H -5.073 1.025 -5.900
H -6.249 -0.221 -5.472
C -1.517 -6.124 0.501
C -1.144 -4.986 -0.420
O -1.169 -3.821 -0.055
N -0.766 -5.296 -1.685
C -0.670 -6.605 -2.300
H -1.789 -5.705 1.464
H -2.367 -6.682 0.104
H -0.679 -6.808 0.635
H -0.525 -4.488 -2.238
H 0.351 -6.798 -2.631
H -1.329 -6.669 -3.168
H -0.955 -7.377 -1.594
C 0.927 7.275 4.850
C 0.440 5.898 4.458
O -0.643 5.472 4.814
N 1.265 5.142 3.683
C 2.577 5.480 3.168
H 0.161 7.742 5.460
H 1.851 7.212 5.426
H 1.103 7.892 3.968
H 0.886 4.237 3.458
H 2.581 5.448 2.076
H 3.325 4.772 3.530
H 2.863 6.477 3.484

The calculated total energy comes out at -2342.01540 Eh. The LUMO energy is -0.9315 eV. Its HOMO-LUMO gap is 8.4 eV. As for the SMILES: O=C1C=C(C(F)(F)C(F)(F)C(F)(F)F)C(=O)c2ccccc21.CNC(C)=O.CNC(C)=O.CNC(C)=O.CNC(C)=O. The total charge is 0.